Model P:
This record from the OMol25 dataset describes a 2-piece molecular cluster, C4H13N2S overall. The level of theory is the ωB97M-V functional and the def2-TZVPD basis.

Each line ends with the natural charge from an NBO analysis.
CARTESIAN COORDINATES (ANGSTROEM)
C 1.2501 2.0172 -1.4295  -0.409
C -1.4579 -1.2854 1.4493  -0.392
C 0.2936 -1.9650 -0.2542  -0.442
C -0.0181 0.5758 0.0948  0.101
N 1.0751 0.7303 -0.7908  -0.646
N -0.0750 -0.9171 0.7108  -0.435
S -0.1650 1.6605 1.4475  0.023
H 1.4623 2.7907 -0.5531  0.215
H 1.9930 2.0193 -2.1305  0.231
H 0.3219 2.3365 -1.8993  0.199
H -2.0327 -0.4261 1.2357  0.245
H -1.9829 -2.1118 0.9016  0.239
H -1.2036 -1.5869 2.5092  0.250
H 1.4889 -2.1032 -0.2471  0.258
H -0.1607 -2.9620 0.0689  0.254
H -0.1324 -1.6411 -1.1918  0.233
H -1.5729 0.7731 -0.9028  0.028
H 1.0505 0.0199 -1.5242  0.387
H 0.6044 -0.7661 1.5382  0.445
H -0.7387 2.8416 0.9673  0.214

Summary:
Molar mass in g/mol: 121.2
Net charge: +1
LUMO in eV: -3.86
Highest occupied orbital energy in eV: -12.9490

***

Model Q:
This record from the OMol25 dataset describes an isolated ion of composition C4H13N2S and charge +1. The level of theory is the ωB97M-V functional and the def2-TZVPD basis.

Each line ends with the natural charge from an NBO analysis.
CARTESIAN COORDINATES (ANGSTROEM)
N 2.8735 0.3340 1.3193  -0.696
C 2.8637 -0.5660 0.1111  -0.257
C 1.4032 -1.1662 -0.0563  -0.251
N 0.5820 -0.4373 0.8798  -0.708
C -0.4322 0.5678 0.1974  -0.230
C -1.6308 -0.2537 -0.3612  -0.488
S -2.9609 0.7630 -1.1892  -0.033
H 3.7826 0.6688 1.5801  0.437
H 2.2959 0.0651 2.1800  0.476
H 2.3353 1.2240 1.2344  0.447
H 3.1745 0.0423 -0.7352  0.232
H 3.6469 -1.4314 0.1362  0.253
H 1.0151 -0.8753 -1.1638  0.224
H 1.3824 -2.3247 0.2479  0.237
H 0.0444 -1.1089 1.4316  0.386
H 0.0259 1.2659 -0.4743  0.205
H -0.6010 1.1961 1.0749  0.214
H -1.2794 -0.8970 -1.0872  0.207
H -2.0474 -0.7513 0.3805  0.202
H -3.8130 -0.0501 -0.5179  0.143

Summary:
Molar mass in g/mol: 121.2
Net charge: +1
LUMO in eV: -3.53
Highest occupied orbital energy in eV: -11.9710

***

Model R:
This record from the OMol25 dataset describes a 2-piece molecular cluster, C4H13N2S overall. The level of theory is the ωB97M-V functional and the def2-TZVPD basis.

Each line ends with the natural charge from an NBO analysis.
CARTESIAN COORDINATES (ANGSTROEM)
C 2.1546 1.7117 0.1680  -0.615
C 0.4788 -2.6183 0.0843  -0.649
C 1.0316 1.0555 -0.7225  -0.228
C 0.1446 -1.0705 0.1130  0.582
N -0.9203 -0.5290 0.7402  -0.762
N 1.0648 -0.4054 -0.5667  -0.497
S -4.0628 0.6992 -0.0338  -0.339
H 2.0868 2.7890 0.0558  0.239
H 2.1492 1.3818 1.2060  0.221
H 3.0954 1.4127 -0.2245  0.219
H -0.4683 -3.0975 -0.2503  0.261
H 0.8771 -2.8386 1.1573  0.270
H 1.2002 -2.7388 -0.7114  0.231
H 1.2914 1.2107 -1.8320  0.229
H 0.0966 1.4538 -0.5270  0.202
H -1.1731 0.5233 0.7176  0.436
H -1.4515 -0.8288 1.4877  0.435
H -4.7922 1.0997 1.0471  0.172
H 1.7302 -0.8772 -1.0626  0.419
H -4.5331 1.6668 -0.8462  0.175

Summary:
Molar mass in g/mol: 121.2
Net charge: +1
LUMO in eV: -3.06
Highest occupied orbital energy in eV: -12.9575

***

Tell me which of them is the most stable. Sure, it is model R.

***

Model P:
This record from the OMol25 dataset describes a 2-piece molecular cluster, H4O2 overall. The level of theory is the ωB97M-V functional and the def2-TZVPD basis.

Each line ends with the natural charge from an NBO analysis.
CARTESIAN COORDINATES (ANGSTROEM)
O 1.9396 0.2089 0.6433  -0.925
H 1.2440 -0.2464 1.3043  0.458
H 1.3739 1.0027 0.4022  0.467
O -1.3965 -0.4554 -1.1720  -0.922
H -1.1490 -0.7669 -0.2724  0.460
H -2.0120 0.2571 -0.9054  0.462

Summary:
Molar mass in g/mol: 36.0
LUMO in eV: 0.37
Highest occupied orbital energy in eV: -11.5532

***

Model Q:
This record from the OMol25 dataset describes a 2-piece molecular cluster, H4O2 overall. The level of theory is the ωB97M-V functional and the def2-TZVPD basis.

Each line ends with the natural charge from an NBO analysis.
CARTESIAN COORDINATES (ANGSTROEM)
O 1.6131 0.7971 -1.0011  -0.949
H 0.9649 0.9348 -0.2752  0.477
H 1.1414 0.7903 -1.8243  0.472
O -1.4530 -0.7387 0.6753  -0.929
H -0.6978 -1.3113 0.8080  0.465
H -1.5686 -0.4721 1.6173  0.464

Summary:
Molar mass in g/mol: 36.0
LUMO in eV: 0.72
Highest occupied orbital energy in eV: -11.4597

***

Tell me which of them is the most stable. Sure, it is model Q.

***

Model P:
This record from the OMol25 dataset describes a 2-piece molecular cluster, H4O2 overall. The level of theory is the ωB97M-V functional and the def2-TZVPD basis.

Each line ends with the natural charge from an NBO analysis.
CARTESIAN COORDINATES (ANGSTROEM)
O -0.2859 -1.1836 -0.8807  -0.925
H -0.4641 -1.4522 0.0527  0.473
H 0.6532 -0.8666 -0.8699  0.454
O 0.1128 1.1349 0.8251  -0.938
H 0.8840 0.6250 0.5298  0.460
H 0.3118 2.0840 0.7322  0.476

Summary:
Molar mass in g/mol: 36.0
LUMO in eV: 0.60
Highest occupied orbital energy in eV: -11.2193

***

Model Q:
This record from the OMol25 dataset describes a 2-piece molecular cluster, H4O2 overall. The level of theory is the ωB97M-V functional and the def2-TZVPD basis.

Each line ends with the natural charge from an NBO analysis.
CARTESIAN COORDINATES (ANGSTROEM)
O -0.2857 -0.9429 0.3860  -0.946
H -1.1799 -1.2993 0.6586  0.495
H 0.2864 -0.9500 1.1426  0.485
O 0.2230 1.2435 -1.0632  -0.975
H 1.0187 1.5292 -0.5643  0.453
H -0.0625 0.4195 -0.5596  0.489

Summary:
Molar mass in g/mol: 36.0
LUMO in eV: 0.50
Highest occupied orbital energy in eV: -10.5102

***

Model R:
This record from the OMol25 dataset describes a 2-piece molecular cluster, H4O2 overall. The level of theory is the ωB97M-V functional and the def2-TZVPD basis.

Each line ends with the natural charge from an NBO analysis.
CARTESIAN COORDINATES (ANGSTROEM)
O -1.2725 -1.0383 -0.1589  -0.947
H -2.0755 -0.7739 0.2466  0.473
H -0.7932 -1.5774 0.4534  0.476
O 1.3637 1.0389 0.1600  -0.947
H 1.6282 1.6483 -0.5342  0.464
H 0.5115 0.6978 -0.1745  0.481

Summary:
Molar mass in g/mol: 36.0
LUMO in eV: 0.88
Highest occupied orbital energy in eV: -11.2894

***

Model S:
This record from the OMol25 dataset describes a 2-piece molecular cluster, H4O2 overall. The level of theory is the ωB97M-V functional and the def2-TZVPD basis.

Each line ends with the natural charge from an NBO analysis.
CARTESIAN COORDINATES (ANGSTROEM)
O -1.5580 -0.1161 -0.1918  -0.930
H -1.2574 0.7584 0.0759  0.466
H -1.3203 -0.6259 0.5840  0.466
O 1.6650 -0.1584 -0.0934  -0.982
H 1.5930 0.8297 -0.0359  0.485
H 0.8777 -0.6876 -0.3389  0.496

Summary:
Molar mass in g/mol: 36.0
LUMO in eV: 0.64
Highest occupied orbital energy in eV: -11.4917

***

Tell me which of them is the most stable. Sure, it is model R.

***

Model P:
This record from the OMol25 dataset describes a 2-piece molecular cluster, H4O2 overall. The level of theory is the ωB97M-V functional and the def2-TZVPD basis.

Each line ends with the natural charge from an NBO analysis.
CARTESIAN COORDINATES (ANGSTROEM)
O -1.7921 -0.0885 -0.0832  -0.932
H -1.1106 0.6515 -0.1505  0.463
H -1.3215 -0.8499 0.0671  0.470
O 1.1665 -0.1522 -0.1515  -0.935
H 1.9974 -0.3682 0.1759  0.469
H 1.0603 0.8073 0.1423  0.465

Summary:
Molar mass in g/mol: 36.0
LUMO in eV: 0.54
Highest occupied orbital energy in eV: -11.2061

***

Model Q:
This record from the OMol25 dataset describes a 2-piece molecular cluster, H4O2 overall. The level of theory is the ωB97M-V functional and the def2-TZVPD basis.

Each line ends with the natural charge from an NBO analysis.
CARTESIAN COORDINATES (ANGSTROEM)
O -0.0826 0.7274 -0.8985  -0.950
H -0.8421 0.3773 -1.3726  0.478
H -0.2062 1.6806 -0.9007  0.478
O 0.3173 -1.0233 1.4375  -0.954
H 0.0921 -0.2030 0.9840  0.485
H 0.7215 -1.5590 0.7504  0.463

Summary:
Molar mass in g/mol: 36.0
LUMO in eV: 0.63
Highest occupied orbital energy in eV: -10.9508

***

Tell me which of them is the most stable. Sure, it is model Q.

***

Model P:
This record from the OMol25 dataset describes a 2-piece molecular cluster, H4O2 overall. The level of theory is the ωB97M-V functional and the def2-TZVPD basis.

Each line ends with the natural charge from an NBO analysis.
CARTESIAN COORDINATES (ANGSTROEM)
O -1.4155 -0.4546 0.3722  -0.944
H -1.8020 -1.3104 0.5603  0.467
H -1.1236 -0.5136 -0.5483  0.477
O 1.5736 0.4799 -0.4045  -0.937
H 1.4836 0.3986 0.5521  0.472
H 1.2839 1.4002 -0.5317  0.465

Summary:
Molar mass in g/mol: 36.0
LUMO in eV: 0.97
Highest occupied orbital energy in eV: -11.3490

***

Model Q:
This record from the OMol25 dataset describes a 2-piece molecular cluster, H4O2 overall. The level of theory is the ωB97M-V functional and the def2-TZVPD basis.

Each line ends with the natural charge from an NBO analysis.
CARTESIAN COORDINATES (ANGSTROEM)
O -0.2740 0.0304 -1.4261  -0.958
H -1.1613 0.2007 -1.0417  0.477
H 0.1152 0.8319 -1.7698  0.482
O 0.3856 -0.0877 1.5200  -0.944
H -0.6017 -0.1563 1.3742  0.459
H 0.7555 -0.4181 0.6864  0.483

Summary:
Molar mass in g/mol: 36.0
LUMO in eV: 0.64
Highest occupied orbital energy in eV: -11.1843

***

Model R:
This record from the OMol25 dataset describes a 2-piece molecular cluster, H4O2 overall. The level of theory is the ωB97M-V functional and the def2-TZVPD basis.

Each line ends with the natural charge from an NBO analysis.
CARTESIAN COORDINATES (ANGSTROEM)
O -0.8178 0.1244 1.1365  -0.979
H -0.0235 0.3030 0.6265  0.485
H -0.6137 0.1598 2.1812  0.486
O 0.8621 -0.0461 -1.2388  -0.915
H 0.5312 -0.9710 -0.5887  0.457
H -0.2481 -0.1179 -1.4006  0.466

Summary:
Molar mass in g/mol: 36.0
LUMO in eV: 0.53
Highest occupied orbital energy in eV: -11.6500

***

Tell me which of them is the most stable. Sure, it is model P.

***

Model P:
This record from the OMol25 dataset describes a 2-piece molecular cluster, H4O2 overall. The level of theory is the ωB97M-V functional and the def2-TZVPD basis.

Each line ends with the natural charge from an NBO analysis.
CARTESIAN COORDINATES (ANGSTROEM)
O -1.2753 -0.0346 0.0594  -0.966
H -1.6609 0.8468 0.1910  0.488
H -1.8400 -0.5895 -0.5071  0.488
O 1.4857 0.0360 -0.0479  -0.955
H 0.5995 0.2141 -0.4629  0.484
H 1.2180 -0.4821 0.6874  0.461

Summary:
Molar mass in g/mol: 36.0
LUMO in eV: 0.57
Highest occupied orbital energy in eV: -10.7983

***

Model Q:
This record from the OMol25 dataset describes a 2-piece molecular cluster, H4O2 overall. The level of theory is the ωB97M-V functional and the def2-TZVPD basis.

Each line ends with the natural charge from an NBO analysis.
CARTESIAN COORDINATES (ANGSTROEM)
O 1.2604 -0.0026 0.0245  -0.950
H 2.0106 -0.5952 0.1815  0.474
H 1.7247 0.7439 -0.4082  0.479
O -1.4990 -0.0098 -0.0499  -0.945
H -0.7400 -0.6667 -0.1114  0.481
H -1.0862 0.6172 0.5413  0.463

Summary:
Molar mass in g/mol: 36.0
LUMO in eV: 0.53
Highest occupied orbital energy in eV: -10.7986

***

Tell me which of them is the most stable. Sure, it is model P.